Record 1
ORCA calculation (wB97M-V/def2-TZVPD) on 4 unconnected molecules or ions with the total composition C4H15NO3 at a distorted geometry.

## Properties
HOMO energy: -9.17 eV
total charge: 0
relative energy (zero: lowest compared OMol25 entry of this formula, charge and spin): 40.21 kcal/mol
SMILES string: C/C=C/CN.O.O.O
largest force on an atom: 1.8 eV/Å
HOMO-LUMO gap: 9.89 eV
E: -441.8178 hartree
lowest unoccupied orbital energy: 0.7 eV

Positions of all 23 atoms, in Å:
O1 3.39715 -0.56363 -2.16578
O2 -1.81416 0.53234 -0.72115
O3 -1.41100 1.20704 -5.51987
N1 0.88454 1.15175 0.58185
C1 0.28076 -0.31112 2.58067
C2 -0.74630 -1.13156 2.42429
C3 1.28335 0.09150 1.53493
C4 -1.61126 -1.57584 3.57451
H1 -1.96372 0.94351 -6.27227
H2 3.12794 -0.82191 -1.30424
H3 3.26420 0.37386 -2.19506
H4 -2.78141 0.57942 -0.73627
H5 1.50658 -0.79400 0.93869
H6 -2.30249 -0.89927 4.05944
H7 0.55661 -0.16564 3.63105
H8 -1.50699 1.14539 -1.39394
H9 -1.01981 2.04227 -5.74810
H10 1.09905 2.04374 1.02328
H11 -1.02949 -2.06918 4.37001
H12 -2.33294 -2.37427 3.34338
H13 2.27088 0.34406 1.92864
H14 -0.13270 1.18327 0.53111
H15 -0.89281 -1.76184 1.55240

Forces on the atoms, in the same order (eV/Å):
O 0.57 -0.41 -1.14
O -0.39 -0.05 0.19
O -0.51 -0.71 -0.02
N -0.18 0.55 0.80
C 0.79 -0.38 0.80
C -0.36 -0.91 0.37
C 0.16 -0.50 -0.94
C -0.58 -1.48 0.79
H 0.31 0.23 0.31
H -0.44 -0.32 1.16
H -0.18 0.75 0.00
H 0.37 0.04 -0.07
H -0.20 -0.23 -0.20
H 0.38 0.97 -0.02
H -0.31 0.89 -0.21
H -0.02 -0.01 -0.18
H 0.19 0.50 -0.27
H 0.17 -0.01 -0.13
H 0.13 0.48 -0.09
H 0.40 0.03 -0.70
H -0.29 0.21 0.39
H 0.08 -0.41 -0.23
H -0.10 0.78 -0.61

Population analysis type natural (NBO), resulting atomic charges in e: -0.936 -0.947 -0.940 -0.832 -0.214 -0.169 -0.262 -0.665 0.471 0.467 0.469 0.474 0.179 0.222 0.192 0.478 0.469 0.341 0.215 0.213 0.195 0.376 0.203



Record 2
ORCA calculation (wB97M-V/def2-TZVPD) on a molecular structure, C26H27BrN7O3ReS2.

## Properties
HOMO energy (alpha / beta): -14.72 / -14.72 eV
total charge: +3
relative energy (zero: lowest compared OMol25 entry of this formula, charge and spin): 81.11 kcal/mol
<S²>: 0.758
largest force on an atom: 0.8 eV/Å
2S+1: 2
HOMO-LUMO gap (alpha / beta): 4.25 / 4.12 eV
E: -5063.7330 hartree
lowest unoccupied orbital energy (alpha / beta): -10.5 / -10.6 eV

Positions of all 67 atoms, in Å:
Re1 0.11998 -0.08323 0.47950
Br1 -1.15288 7.61335 -0.17539
S1 0.82380 -2.22214 0.12682
S2 1.78256 0.66938 -0.87531
O1 1.00940 2.95481 0.97071
O2 -1.61136 -0.87726 0.35231
O3 -1.24311 1.61168 0.37174
N1 4.15866 -0.19434 -1.75491
N2 -4.01323 1.79331 0.55132
N3 -4.66524 3.39685 -0.87881
N4 -1.81325 -2.22845 0.23763
N5 0.21311 0.90709 4.49393
N6 3.75141 -0.96937 0.23875
N7 0.27527 0.09820 2.46466
C1 5.09370 -1.51940 -0.05126
C2 -1.24462 3.04390 0.37282
C3 -3.09088 -2.65914 0.19296
C4 0.43785 -0.96261 3.36304
C5 -2.43458 3.69365 0.06897
C6 0.39632 -0.45712 4.61411
C7 0.11256 1.86039 5.61455
C8 0.14326 1.21373 3.21385
C9 -2.22917 -4.87690 -0.04865
C10 -2.39566 5.07633 -0.10130
C11 -5.69171 2.47011 -0.73083
C12 5.40476 -0.91896 -1.44253
C13 -6.18237 0.46468 0.57746
C14 -3.70887 2.97910 -0.11165
C15 3.29078 -0.26423 -0.77323
C16 2.23753 3.63682 1.25127
C17 -0.03002 5.10118 0.43973
C18 -5.31501 1.47579 0.17336
C19 -0.93561 -4.39024 -0.01341
C20 -1.20437 5.76075 0.07026
C21 -7.44013 0.47067 0.00085
C22 -3.31617 -4.00304 0.05664
C23 -0.05640 3.72616 0.59931
C24 -0.73450 -3.02418 0.14170
C25 -6.96256 2.45728 -1.31268
C26 -7.82174 1.44927 -0.93644
H1 -2.40016 -5.93777 -0.17032
H2 5.05855 -2.60718 -0.06065
H3 -0.79467 2.44819 5.50294
H4 -3.53669 1.40594 1.34595
H5 -3.31057 5.58858 -0.36326
H6 3.99266 0.30410 -2.61669
H7 -0.07862 -5.03992 -0.11778
H8 2.08138 4.43474 1.97736
H9 0.98965 2.50270 5.62090
H10 0.87873 5.66752 0.57014
H11 5.59047 -1.67962 -2.19807
H12 2.66586 4.05015 0.33740
H13 6.24275 -0.22475 -1.42472
H14 0.54904 -1.97995 3.03695
H15 -8.15595 -0.28937 0.28207
H16 0.48308 -0.93795 5.57284
H17 -2.02647 1.34446 -0.15284
H18 -4.33443 -4.36100 0.02097
H19 -5.91099 -0.27269 1.32300
H20 0.06747 1.29095 6.53738
H21 -7.24998 3.21663 -2.02617
H22 2.90919 2.89120 1.66914
H23 3.22225 -1.16049 1.07207
H24 5.80134 -1.19142 0.70734
H25 -3.85385 -1.89620 0.26061
H26 0.00095 2.20933 2.82324
H27 -8.81672 1.41022 -1.35612

Forces on the atoms, in the same order (eV/Å):
Re -0.04 -0.38 0.49
Br -0.01 0.07 -0.01
S 0.06 -0.21 0.05
S 0.00 0.32 0.28
O 0.00 0.00 0.08
O -0.26 -0.06 -0.76
O 0.38 0.46 -0.11
N -0.04 -0.04 0.04
N -0.02 -0.20 -0.40
N 0.12 -0.24 0.02
N 0.14 -0.23 0.10
N -0.01 0.03 -0.03
N -0.08 0.01 -0.09
N 0.31 0.07 0.11
C 0.08 -0.02 0.05
C -0.21 -0.09 -0.14
C 0.08 0.00 -0.01
C 0.02 0.01 0.14
C 0.16 0.07 -0.05
C 0.04 -0.08 -0.12
C 0.01 -0.01 -0.05
C -0.15 0.16 -0.02
C -0.05 0.05 0.00
C -0.02 -0.04 0.10
C -0.02 0.15 -0.04
C 0.05 0.00 -0.03
C -0.07 -0.03 -0.15
C 0.01 0.24 0.02
C -0.19 -0.08 -0.33
C 0.06 0.02 -0.06
C -0.23 -0.01 -0.05
C -0.09 -0.03 0.20
C -0.03 0.12 0.02
C 0.09 -0.12 0.03
C 0.08 0.03 -0.01
C 0.02 -0.04 0.00
C -0.02 -0.03 -0.07
C -0.10 0.11 -0.02
C 0.11 -0.02 0.01
C 0.05 -0.09 0.07
H -0.01 -0.02 0.00
H -0.01 0.02 -0.02
H 0.02 0.02 0.03
H -0.10 0.19 0.20
H 0.01 0.03 0.00
H -0.01 0.00 -0.01
H 0.01 -0.02 0.03
H 0.02 -0.02 0.02
H -0.02 0.00 0.03
H 0.01 0.02 0.04
H 0.00 0.01 0.03
H -0.01 0.01 0.01
H -0.01 -0.02 0.01
H 0.03 0.00 -0.01
H -0.01 0.00 0.02
H -0.01 -0.02 0.03
H -0.16 -0.07 0.25
H -0.01 -0.03 -0.01
H -0.01 0.00 0.03
H -0.01 0.03 0.01
H 0.00 0.03 0.02
H 0.01 -0.01 -0.02
H 0.05 0.05 0.06
H -0.02 -0.02 -0.01
H -0.01 0.02 -0.01
H 0.03 -0.06 0.02
H -0.01 -0.01 -0.01

Population analysis type natural (NBO), resulting atomic charges in e: 1.191 0.179 0.100 0.114 -0.557 -0.499 -0.768 -0.511 -0.605 -0.375 -0.007 -0.265 -0.538 -0.555 -0.232 0.247 0.066 -0.072 -0.099 -0.020 -0.415 0.267 -0.077 -0.184 0.053 -0.234 -0.291 0.316 0.371 -0.262 -0.291 0.163 -0.206 -0.063 -0.170 -0.202 0.238 0.025 -0.156 -0.205 0.274 0.239 0.246 0.408 0.278 0.456 0.272 0.208 0.246 0.257 0.250 0.210 0.246 0.253 0.234 0.274 0.535 0.281 0.208 0.253 0.248 0.199 0.435 0.245 0.268 0.265 0.242



Record 3
ORCA calculation (wB97M-V/def2-TZVPD) on a molecular structure, C3H8N4O at a distorted geometry.

## Properties
HOMO energy: -9.19 eV
total charge: 0
relative energy (zero: lowest compared OMol25 entry of this formula, charge and spin): 234.73 kcal/mol
largest force on an atom: 9.2 eV/Å
HOMO-LUMO gap: 9.40 eV
E: -413.0420 hartree
lowest unoccupied orbital energy: 0.2 eV

Positions of all 16 atoms, in Å:
O1 -0.28233 -1.86220 -1.87219
N1 -0.13610 1.74625 1.24896
N2 -0.89113 -1.22264 -0.61233
N3 2.25720 0.95933 0.24860
N4 -1.81750 0.18959 1.27264
C1 -0.03894 -0.36540 -0.21613
C2 -0.74201 0.71916 0.84514
C3 1.29469 0.22483 -0.76287
H1 -2.54394 0.44350 1.92303
H2 1.22217 0.78779 -1.74497
H3 -1.99605 -1.09194 1.07099
H4 1.74776 -0.72805 -1.13376
H5 -0.96214 -2.56439 -2.20479
H6 0.68207 1.94102 0.87618
H7 1.50933 0.70632 1.36688
H8 3.62977 0.22419 0.52205

Forces on the atoms, in the same order (eV/Å):
O -2.37 -1.09 0.89
N -5.39 0.10 2.58
N 2.76 -0.93 -2.82
N -0.56 -3.61 3.60
N -5.47 -7.34 1.03
C -1.17 4.23 0.84
C 4.20 -2.07 -1.43
C 1.62 -2.44 -0.69
H 0.73 1.04 0.10
H -0.45 -0.13 1.48
H 1.03 5.62 0.26
H 0.25 0.74 0.28
H 1.55 1.99 1.31
H 4.29 1.51 -2.66
H 3.66 0.57 -3.76
H -4.67 1.83 -1.01

Population analysis type natural (NBO), resulting atomic charges in e: -0.623 -0.728 -0.151 -0.843 -0.792 0.187 0.430 -0.352 0.414 0.243 0.424 0.238 0.481 0.360 0.382 0.329



Record 4
ORCA calculation (wB97M-V/def2-TZVPD) on 2 unconnected molecules or ions with the total composition C10H15O2 at a distorted geometry.

## Properties
HOMO energy: -14.05 eV
total charge: +1
relative energy (zero: lowest compared OMol25 entry of this formula, charge and spin): 132.80 kcal/mol
largest force on an atom: 4.7 eV/Å
HOMO-LUMO gap: 7.99 eV
E: -540.0184 hartree
lowest unoccupied orbital energy: -6.1 eV

Positions of all 27 atoms, in Å:
O1 -2.02521 -2.32713 -0.20698
O2 -3.13563 -1.52507 -0.67271
C1 0.58346 1.56183 0.30747
C2 -0.72638 -1.77615 -0.22942
C3 -1.17165 0.51688 -1.24396
C4 -0.46827 -1.06498 1.21526
C5 -0.34262 -0.77199 -1.30607
C6 1.12074 -0.78594 1.20545
C7 -1.00926 1.20049 0.22837
C8 1.08476 -0.38551 -1.20147
C9 -1.04909 0.33717 1.29206
C10 1.32943 0.18254 0.15172
H1 -1.60772 2.15119 0.28240
H2 1.69898 -1.62998 0.97209
H3 -2.27357 0.35103 -1.39972
H4 1.33786 -0.40290 2.11578
H5 -1.65169 0.67856 2.08862
H6 1.61796 -1.30293 -1.36042
H7 -0.75375 1.15143 -1.92525
H8 1.05374 2.22273 -0.45500
H9 0.75034 1.96625 1.33817
H10 -0.42117 -1.18796 -2.35707
H11 1.31883 0.27891 -2.04405
H12 -0.82232 -1.80827 1.99933
H13 -3.66671 -1.12422 0.11979
H14 0.09472 -2.98656 -0.18703
H15 2.40499 0.43295 0.35372

Forces on the atoms, in the same order (eV/Å):
O -0.37 -0.71 0.18
O -0.34 1.23 1.05
C 1.41 -1.57 1.34
C 1.23 -1.67 1.24
C -2.00 -1.85 2.94
C -0.20 -0.03 -0.21
C -1.65 -0.55 -1.66
C -3.18 -0.56 -0.98
C 0.73 2.13 -3.89
C 0.67 -0.20 -0.56
C -0.93 -3.82 -0.24
C 2.26 3.35 -0.17
H 0.52 -1.07 0.31
H 0.37 -1.65 0.12
H 1.35 0.29 -0.02
H 1.09 1.00 2.93
H -0.21 -0.01 1.58
H 0.90 -0.36 0.02
H 0.73 1.99 -1.82
H -1.35 0.02 0.35
H 0.24 -0.05 -1.00
H -0.53 0.08 1.22
H 0.15 0.03 0.40
H 0.49 1.39 -0.65
H 1.71 -1.47 -1.26
H -2.65 3.90 -0.28
H -0.46 0.14 -0.91

Population analysis type natural (NBO), resulting atomic charges in e: -0.283 -0.436 -0.338 0.177 -0.339 -0.378 -0.320 -0.341 -0.362 -0.408 0.307 -0.256 0.272 0.244 0.265 0.220 0.231 0.231 0.220 0.276 0.225 0.276 0.235 0.281 0.470 0.262 0.269